[1]
{
  "formula": "C17H20N2O4S",
  "method": "ωB97M-V with the def2-TZVPD basis set",
  "energy_ha": -1468.4387,
  "e_above_lowest_kcal_mol": 69.6,
  "homo_energy_ev": -8.37,
  "smiles": "COC(=O)CCC/C=C1/SC[C@@H](NC(=O)c2ccccc2)/C1=N/O",
  "homo_lumo_gap_ev": 8.844,
  "spin_multiplicity": 1,
  "species": ["C", "H", "H", "H", "O", "C", "O", "C", "C", "C", "C", "C", "C", "N", "O", "H", "C", "N", "C", "O", "C", "C", "C", "C", "C", "C", "H", "H", "H", "H", "H", "H", "C", "H", "H", "S", "H", "H", "H", "H", "H", "H", "H", "H"],
  "coordinates": [[-0.623, -1.344, -2.081], [-1.589, -0.847, -2.031], [-0.727, -2.351, -2.485], [0.073, -0.780, -2.706], [-0.133, -1.405, -0.743], [0.872, -2.269, -0.511], [1.368, -2.947, -1.367], [1.242, -2.308, 0.954], [2.760, -2.320, 1.144], [3.352, -0.912, 1.025], [3.067, -0.327, -0.316], [2.408, 0.808, -0.563], [1.894, 1.828, 0.354], [2.389, 2.352, 1.394], [3.609, 1.895, 1.869], [3.805, 2.485, 2.612], [0.629, 2.441, -0.194], [-0.478, 1.535, 0.000], [-1.747, 1.992, 0.150], [-2.020, 3.175, 0.181], [-2.774, 0.915, 0.261], [-2.531, -0.274, 0.941], [-3.517, -1.241, 1.017], [-4.748, -1.031, 0.416], [-5.000, 0.159, -0.247], [-4.021, 1.132, -0.317], [-4.203, 2.070, -0.820], [-5.963, 0.330, -0.705], [-5.513, -1.791, 0.473], [-3.327, -2.161, 1.549], [-1.584, -0.435, 1.433], [-0.315, 0.551, -0.165], [0.929, 2.683, -1.674], [1.500, 3.600, -1.815], [0.026, 2.713, -2.279], [1.955, 1.268, -2.222], [0.373, 3.378, 0.308], [3.383, -0.925, -1.161], [4.435, -0.971, 1.163], [2.946, -0.284, 1.815], [3.198, -2.976, 0.389], [3.001, -2.720, 2.130], [0.815, -3.231, 1.354], [0.787, -1.463, 1.472]],
  "forces_ev_per_angstrom": [[-0.03, -0.20, -0.49], [0.03, 0.01, 0.03], [-0.06, 0.09, 0.03], [-0.10, -0.05, 0.08], [-0.09, 0.08, 0.23], [-0.11, 0.04, 0.24], [0.09, -0.05, -0.12], [0.24, -0.12, -0.12], [-0.08, 0.12, 0.02], [0.01, -0.14, 0.05], [-0.08, 0.40, 0.19], [0.47, -0.49, -0.47], [0.27, -0.16, 0.30], [-0.11, 0.84, 0.80], [-0.09, -0.29, -0.51], [-0.27, -0.07, -0.29], [-0.22, 0.41, 0.14], [0.21, -0.20, -0.02], [0.21, -0.19, 0.01], [-0.17, 0.28, -0.10], [-0.30, -0.08, 0.09], [0.01, 0.13, -0.04], [-0.03, -0.11, 0.02], [-0.01, -0.06, 0.03], [-0.04, 0.02, -0.04], [0.12, 0.06, 0.01], [-0.01, 0.09, -0.02], [-0.07, 0.01, -0.04], [-0.06, -0.06, 0.01], [0.01, -0.07, 0.05], [0.09, -0.01, 0.01], [-0.08, -0.06, 0.02], [0.22, -0.02, -0.19], [-0.09, 0.01, 0.05], [-0.02, 0.05, 0.08], [-0.02, 0.11, 0.04], [0.16, -0.19, -0.06], [-0.03, -0.09, -0.18], [0.02, 0.05, 0.11], [0.07, 0.00, -0.01], [0.02, -0.08, 0.07], [0.02, -0.05, -0.04], [-0.07, 0.04, -0.02], [-0.04, -0.01, 0.03]],
  "nbo_charge": [-0.277, 0.200, 0.204, 0.206, -0.540, 0.817, -0.599, -0.512, -0.383, -0.438, -0.165, -0.231, 0.153, -0.099, -0.556, 0.486, -0.084, -0.641, 0.657, -0.618, -0.076, -0.215, -0.204, -0.202, -0.212, -0.195, 0.232, 0.216, 0.215, 0.213, 0.217, 0.426, -0.515, 0.226, 0.239, 0.234, 0.263, 0.217, 0.226, 0.220, 0.222, 0.213, 0.244, 0.219]
}

***

[2]
{
  "formula": "C17H20N2OS",
  "method": "ωB97M-V with the def2-TZVPD basis set",
  "energy_ha": -1242.7585,
  "e_above_lowest_kcal_mol": 19.4,
  "homo_energy_ev": -8.72,
  "smiles": "CCCCSC1=C(C#N)[C@@H](c2ccccc2C)CC(=O)N1",
  "homo_lumo_gap_ev": 8.974,
  "spin_multiplicity": 1,
  "species": ["C", "C", "C", "C", "H", "H", "S", "C", "C", "C", "N", "C", "C", "C", "C", "C", "C", "C", "C", "H", "H", "H", "H", "H", "H", "H", "C", "C", "O", "N", "H", "H", "H", "H", "H", "H", "H", "H", "H", "H", "H"],
  "coordinates": [[-1.213, 2.120, 3.432], [-0.383, 0.888, 3.770], [0.718, 0.665, 2.736], [1.520, -0.583, 3.060], [2.054, -0.473, 4.005], [0.891, -1.469, 3.108], [2.864, -0.881, 1.861], [2.076, -1.007, 0.286], [0.848, -1.495, -0.001], [-0.033, -2.063, 0.922], [-0.804, -2.564, 1.613], [0.323, -1.438, -1.424], [-0.498, -0.182, -1.657], [-0.062, 1.039, -1.160], [-0.789, 2.198, -1.361], [-1.972, 2.146, -2.075], [-2.408, 0.936, -2.583], [-1.689, -0.236, -2.388], [-2.213, -1.519, -2.963], [-3.112, -1.330, -3.543], [-2.466, -2.224, -2.170], [-1.479, -1.989, -3.617], [-3.330, 0.898, -3.145], [-2.551, 3.042, -2.238], [-0.430, 3.135, -0.962], [0.862, 1.098, -0.605], [1.487, -1.546, -2.417], [2.662, -0.664, -2.070], [3.395, -0.149, -2.877], [2.889, -0.527, -0.724], [3.732, -0.037, -0.451], [1.158, -1.303, -3.428], [1.868, -2.573, -2.423], [-0.327, -2.305, -1.567], [0.255, 0.563, 1.752], [1.385, 1.531, 2.710], [0.062, 1.006, 4.760], [-1.029, 0.008, 3.794], [-1.679, 2.007, 2.455], [-1.996, 2.266, 4.171], [-0.588, 3.010, 3.413]],
  "forces_ev_per_angstrom": [[0.05, -0.20, 0.15], [0.04, 0.14, -0.24], [-0.17, -0.10, 0.29], [0.06, 0.02, -0.47], [0.05, -0.05, -0.01], [0.03, 0.07, 0.16], [0.02, -0.10, -0.03], [-0.47, -0.31, 0.51], [0.73, 0.34, -0.77], [-0.21, -0.29, 0.57], [-0.21, -0.08, 0.19], [0.02, 0.10, -0.03], [-0.13, -0.01, -0.03], [0.01, 0.02, 0.00], [0.02, 0.08, 0.00], [-0.02, 0.07, 0.01], [-0.01, 0.02, -0.01], [0.02, 0.10, -0.01], [0.01, 0.00, 0.06], [-0.03, -0.04, -0.04], [-0.02, -0.11, -0.02], [0.01, -0.11, -0.06], [-0.09, -0.02, -0.05], [-0.06, 0.08, -0.01], [0.03, 0.09, 0.03], [0.06, -0.01, 0.10], [-0.09, -0.07, -0.10], [-0.20, -0.17, -0.44], [0.06, 0.03, -0.08], [0.42, 0.17, 0.52], [-0.12, 0.02, -0.14], [0.11, 0.00, 0.05], [0.02, 0.03, 0.00], [0.14, 0.09, 0.00], [0.05, 0.05, -0.03], [0.01, 0.01, -0.07], [-0.01, -0.07, 0.07], [0.01, -0.06, 0.08], [-0.07, 0.03, -0.11], [-0.11, 0.10, 0.03], [0.03, 0.13, -0.02]],
  "nbo_charge": [-0.600, -0.393, -0.417, -0.508, 0.234, 0.243, 0.264, 0.125, -0.285, 0.293, -0.338, -0.254, 0.056, -0.241, -0.201, -0.208, -0.197, -0.030, -0.638, 0.222, 0.223, 0.214, 0.207, 0.214, 0.213, 0.211, -0.498, 0.695, -0.563, -0.641, 0.428, 0.249, 0.242, 0.241, 0.211, 0.204, 0.193, 0.208, 0.207, 0.211, 0.199]
}

***

[3]
{
  "formula": "C17H20N3O3S4SeSiV",
  "method": "ωB97M-V with the def2-TZVPD basis set",
  "energy_ha": -6277.7671,
  "s_squared": 2.035,
  "e_above_lowest_kcal_mol": 4.3,
  "homo_energy_ev": [-1.91, -1.96],
  "charge": -2,
  "homo_lumo_gap_ev": [6.101, 6.151],
  "spin_multiplicity": 3,
  "species": ["V", "S", "C", "C", "N", "C", "S", "C", "N", "C", "S", "C", "H", "H", "H", "H", "H", "H", "O", "C", "O", "C", "C", "C", "C", "S", "C", "C", "H", "H", "H", "H", "H", "O", "C", "N", "C", "Si", "C", "C", "Se", "H", "H", "H", "H", "H", "H", "H", "H", "H"],
  "coordinates": [[0.236, -0.006, -0.448], [0.295, 0.561, 1.841], [1.560, -0.461, 2.446], [1.726, -0.496, 3.870], [1.845, -0.505, 5.016], [2.403, -1.173, 1.650], [2.299, -1.179, -0.081], [3.467, -1.939, 2.232], [4.342, -2.545, 2.675], [-0.415, -1.958, -3.505], [0.690, -0.600, -3.097], [-0.203, 0.697, -3.969], [-0.420, -2.118, -4.586], [-1.413, -1.750, -3.126], [-0.044, -2.840, -2.995], [-1.177, 0.841, -3.507], [-0.303, 0.425, -5.021], [0.374, 1.612, -3.864], [0.436, 8.225, 1.249], [-0.510, 7.245, 1.107], [-1.631, 7.479, 1.475], [-0.043, 5.978, 0.509], [-0.807, 4.824, 0.680], [-0.405, 3.609, 0.160], [0.787, 3.496, -0.576], [1.394, 2.022, -1.263], [1.541, 4.670, -0.763], [1.139, 5.877, -0.232], [1.295, 7.848, 1.034], [-1.729, 4.896, 1.243], [-1.018, 2.733, 0.305], [2.457, 4.609, -1.338], [1.748, 6.753, -0.442], [-3.740, 1.551, -1.557], [-2.650, 1.145, -1.278], [-1.563, 0.758, -1.013], [-1.507, -5.465, 0.159], [-0.179, -4.117, 0.172], [1.063, -4.614, -1.160], [0.695, -4.263, 1.828], [-1.237, -2.176, -0.153], [-1.059, -6.459, 0.268], [-2.071, -5.438, -0.776], [-2.211, -5.311, 0.979], [1.569, -5.541, -0.872], [1.819, -3.836, -1.294], [0.562, -4.789, -2.116], [0.964, -5.305, 2.032], [0.042, -3.909, 2.628], [1.609, -3.668, 1.856]],
  "forces_ev_per_angstrom": [[0.09, -0.23, -0.35], [-0.06, 0.01, 0.10], [-0.02, 0.07, -0.01], [0.01, 0.01, 0.02], [0.00, 0.00, 0.00], [0.04, 0.00, -0.03], [0.03, 0.00, 0.01], [0.04, 0.09, 0.04], [-0.01, -0.04, -0.02], [0.03, -0.02, -0.06], [-0.15, 0.04, 0.18], [0.05, 0.06, -0.03], [0.01, 0.02, 0.01], [-0.02, 0.01, 0.00], [0.00, -0.06, 0.01], [-0.01, -0.02, -0.01], [0.02, -0.01, 0.00], [-0.01, 0.00, 0.00], [-0.09, 0.03, 0.03], [-0.02, 0.05, -0.01], [0.00, -0.02, 0.01], [0.02, 0.02, 0.00], [-0.03, -0.06, 0.01], [0.04, 0.05, 0.00], [-0.04, 0.06, -0.01], [0.10, -0.01, 0.04], [-0.03, 0.04, 0.02], [0.05, -0.05, -0.03], [0.10, -0.04, -0.02], [0.00, -0.01, -0.01], [0.00, -0.03, 0.01], [0.00, 0.00, 0.00], [0.00, -0.01, -0.01], [-0.03, 0.00, -0.06], [0.09, -0.03, 0.10], [-0.13, 0.08, 0.10], [-0.01, -0.01, -0.01], [0.09, 0.02, 0.03], [0.02, 0.05, -0.03], [0.03, 0.01, 0.02], [-0.08, 0.05, -0.05], [0.00, 0.01, 0.01], [0.00, 0.00, 0.01], [-0.01, 0.00, 0.00], [0.00, 0.00, 0.00], [-0.04, -0.05, 0.01], [0.00, -0.01, -0.02], [0.00, 0.02, -0.01], [0.01, 0.00, 0.02], [-0.08, -0.06, -0.01]],
  "nbo_charge": [0.648, -0.093, -0.289, 0.301, -0.377, -0.309, -0.163, 0.298, -0.380, -0.741, 0.317, -0.741, 0.195, 0.244, 0.245, 0.236, 0.197, 0.251, -0.698, 0.771, -0.598, -0.213, -0.146, -0.247, -0.102, -0.217, -0.236, -0.220, 0.478, 0.225, 0.241, 0.210, 0.182, -0.657, 0.773, -0.841, -1.117, 1.454, -1.137, -1.128, -0.648, 0.208, 0.225, 0.228, 0.217, 0.251, 0.212, 0.212, 0.237, 0.243]
}

***

> Which formula does entry 1 have?

C17H20N2O4S